Entry 1:
Molecular formula: C28H31N3O3PRe
Method: DFT, wB97M-V/def2-TZVPD

Structure (XYZ):
```
67
Properties=species:S:1:pos:R:3:forces:R:3
Re 0.175 -0.883 -0.366 0.76 -0.06 0.20
P -0.109 1.386 0.169 0.01 0.00 -0.01
O 2.993 -0.551 -1.110 0.09 0.05 -0.01
O -4.053 -0.906 -0.093 0.04 0.00 -0.01
O -0.486 -2.024 2.218 0.24 0.10 -0.19
N 2.144 -0.952 -0.148 -0.84 0.12 -0.46
N 0.417 -1.687 1.471 -0.36 -0.06 0.16
N -1.866 -1.121 -0.311 0.09 -0.04 0.00
C 0.224 0.572 -2.353 0.01 0.02 0.03
C -0.281 -3.540 -1.165 0.00 0.00 0.05
C 2.123 2.092 1.607 0.00 0.01 0.01
C 0.660 3.283 3.656 -0.01 0.00 -0.01
C -2.927 1.154 -0.170 0.01 -0.02 0.01
C -0.008 2.747 2.565 0.00 0.00 0.00
C -4.304 3.135 -0.368 0.00 0.00 0.00
C -1.793 1.975 -0.013 0.00 -0.03 -0.01
C -2.114 -2.895 -2.763 0.00 0.01 0.01
C -4.177 1.753 -0.338 0.00 0.01 0.00
C 0.874 0.373 -3.575 -0.01 0.00 0.01
C -1.786 -3.391 -1.358 0.00 -0.01 -0.01
C 2.045 3.236 3.718 0.00 0.00 0.00
C 1.746 -1.872 1.934 0.28 0.10 -0.13
C 1.991 1.132 -3.883 0.00 0.00 0.00
C -3.886 -2.345 -0.240 0.00 0.02 0.00
C 1.939 -2.472 3.270 -0.06 -0.03 0.02
C 4.164 -1.521 1.212 -0.04 0.03 0.02
C -2.899 -0.313 -0.188 -0.08 0.05 -0.01
C 1.850 2.274 -1.745 0.02 -0.01 -0.01
C -2.368 -2.535 -0.234 -0.01 -0.02 0.01
C 2.456 2.089 -2.985 0.00 0.01 0.01
C -1.934 3.357 -0.053 0.00 0.01 0.00
C -3.185 3.938 -0.232 0.00 0.00 0.00
C 0.715 1.540 -1.433 -0.04 -0.02 -0.01
C 2.686 -1.459 1.024 -0.09 -0.23 0.43
C 2.777 2.640 2.695 0.00 0.00 0.00
C 0.726 2.162 1.532 0.01 -0.02 0.00
H -2.209 -4.392 -1.228 0.00 0.00 0.00
H 2.241 3.009 -1.054 0.00 0.00 0.00
H -5.055 1.135 -0.452 0.00 0.00 0.00
H 0.007 -3.877 -0.170 -0.01 -0.01 0.00
H -4.368 -2.629 -1.173 0.00 -0.01 0.00
H 1.480 -3.464 3.304 0.01 0.00 0.00
H -1.066 3.996 0.063 0.00 0.00 0.00
H -1.699 -3.574 -3.507 0.00 0.00 0.00
H 0.474 -0.331 -4.294 0.00 0.00 0.00
H 1.428 -1.872 4.027 0.01 0.00 0.00
H 0.096 3.745 4.456 0.00 0.00 0.00
H 2.988 -2.566 3.527 0.00 0.01 0.00
H -3.277 5.015 -0.261 0.00 0.00 0.00
H -5.281 3.578 -0.502 0.00 0.00 0.00
H 0.296 -2.609 -1.473 -0.05 0.03 -0.04
H -3.185 -2.842 -2.949 0.00 0.00 0.00
H 0.149 -4.234 -1.891 0.01 0.00 0.01
H -4.393 -2.817 0.596 0.00 0.01 0.01
H 4.649 -0.584 0.924 -0.01 0.01 0.00
H 3.905 -0.799 -0.868 0.01 0.01 -0.01
H 4.603 -2.343 0.638 0.00 0.01 -0.02
H -2.048 -2.939 0.729 0.00 -0.01 0.00
H 3.858 2.616 2.747 0.00 0.00 0.00
H -1.692 -1.902 -2.948 0.00 -0.01 0.00
H -1.089 2.793 2.525 0.00 0.00 0.00
H 2.487 1.003 -4.836 0.00 0.00 0.00
H 2.698 1.638 0.807 0.00 -0.01 0.00
H -0.801 0.190 -2.251 0.00 -0.01 0.00
H 3.306 2.703 -3.254 0.00 0.00 0.00
H 2.561 3.667 4.565 0.00 0.00 0.00
H 4.410 -1.684 2.256 0.00 -0.04 -0.01
```
Forces are in eV/Å.

Summary:
Kohn-Sham gap (spin up / spin down)	0.2175 / 0.2201	hartree
2S+1	2
net charge	+3
expectation value of S²	0.817
HOMO energy (spin up / spin down)	-17.674 / -17.698	eV
max |F|	1.0	eV Å⁻¹
total energy	-51540.9590	eV

Entry 2:
Molecular formula: C3HNO2
Method: DFT, wB97M-V/def2-TZVPD

Structure (XYZ):
```
7
Properties=species:S:1:pos:R:3:forces:R:3
O 1.145 0.085 -0.502 0.62 0.28 0.47
O -2.125 0.082 0.586 0.20 0.02 -0.33
N 1.269 0.310 0.803 -0.36 -0.36 -1.52
C 1.307 0.488 1.947 0.14 0.22 1.12
C -0.164 -0.253 -0.865 0.26 -0.26 -0.68
C -1.208 -0.042 -0.114 -0.78 0.09 0.91
H -0.224 -0.670 -1.855 -0.08 0.01 0.03
```
Forces are in eV/Å.

Summary:
Kohn-Sham gap	0.3373	hartree
2S+1	1
HOMO energy	-9.596	eV
max |F|	1.6	eV Å⁻¹
total energy	-8706.6488	eV

Entry 3:
Molecular formula: C14H22AuN6
Method: DFT, wB97M-V/def2-TZVPD

Structure (XYZ):
```
43
Properties=species:S:1:pos:R:3:forces:R:3
Au -0.018 -0.725 -0.610 0.18 1.71 0.29
N -2.236 -0.112 -0.149 0.72 -0.70 -0.46
N 0.006 0.012 1.828 -0.03 -0.67 -0.49
N 2.206 -0.143 -0.202 -0.84 -0.71 -0.47
N -0.353 -3.668 0.212 -0.05 -0.04 0.08
N 0.004 -2.788 -0.752 -0.10 0.83 0.53
N -0.013 1.324 -0.853 -0.03 -1.30 0.05
C 1.277 0.698 1.985 0.10 -0.07 0.23
C 0.260 -4.869 -1.524 -0.07 0.17 0.21
C 2.415 1.136 -0.909 0.03 0.31 -0.29
C -1.253 0.710 2.021 -0.08 -0.10 0.23
C -1.205 3.340 -1.182 0.14 -0.16 0.02
C 0.386 -3.515 -1.809 0.08 -0.25 -0.28
C -2.378 -0.063 1.326 0.25 0.09 0.32
C 0.000 4.014 -1.326 -0.02 0.06 -0.02
C 1.167 1.960 -0.977 0.35 0.33 0.02
C 1.199 3.322 -1.213 -0.12 -0.15 0.01
C -0.216 -4.925 -0.224 0.15 -0.13 -0.36
C 2.372 -0.099 1.271 -0.23 0.07 0.37
C -1.186 1.976 -0.948 -0.34 0.35 0.03
C -2.445 1.173 -0.845 -0.03 0.29 -0.27
H 0.014 -0.886 2.300 0.01 0.25 0.40
H 1.554 0.800 3.039 0.10 0.02 -0.08
H 3.219 1.711 -0.441 0.01 -0.11 0.07
H 1.193 1.708 1.583 -0.02 0.05 0.02
H -3.221 1.761 -0.348 -0.02 -0.11 0.06
H 0.482 -5.696 -2.177 0.00 0.00 0.00
H -2.806 0.973 -1.857 0.00 -0.08 0.02
H 2.148 3.831 -1.316 0.01 -0.01 0.01
H 0.005 5.079 -1.524 0.01 0.00 0.02
H -2.902 -0.788 -0.515 0.06 -0.09 -0.05
H 0.723 -3.061 -2.728 -0.02 0.11 0.05
H -1.504 0.804 3.082 -0.10 0.04 -0.07
H -2.392 -1.094 1.686 -0.07 0.01 -0.02
H -3.340 0.384 1.586 -0.03 0.01 -0.14
H -2.150 3.862 -1.259 -0.01 -0.01 0.00
H -0.699 -3.373 1.109 0.00 0.04 0.04
H -1.167 1.722 1.626 0.02 0.05 0.03
H 2.738 0.923 -1.931 0.01 -0.08 0.02
H -0.454 -5.777 0.394 -0.04 0.06 0.07
H 2.854 -0.833 -0.574 -0.07 -0.09 -0.05
H 3.350 0.323 1.515 0.03 0.03 -0.16
H 2.364 -1.131 1.626 0.07 0.01 -0.02
```
Forces are in eV/Å.

Summary:
Kohn-Sham gap (spin up / spin down)	0.2186 / 0.2185	hartree
2S+1	1
net charge	+3
HOMO energy (spin up / spin down)	-19.354 / -19.351	eV
max |F|	1.7	eV Å⁻¹
total energy	-27478.7679	eV

Entry 4:
Molecular formula: C16H19N3O3S
Method: DFT, wB97M-V/def2-TZVPD

Structure (XYZ):
```
42
Properties=species:S:1:pos:R:3:forces:R:3
S -1.122 3.204 -0.397 -0.56 -0.05 -0.28
O 0.778 1.320 -0.349 0.34 0.00 0.01
O 5.057 -3.442 -0.239 0.17 -0.21 0.00
O -1.371 1.042 1.489 -0.07 0.08 0.26
N 1.495 3.302 0.292 -1.60 0.74 -0.20
N 2.528 2.446 0.358 1.01 -1.42 -0.06
N -2.188 -0.613 0.201 0.12 -0.40 0.08
C 2.213 -1.152 -0.404 0.14 0.26 0.08
C 4.305 -2.315 -0.194 -0.33 0.30 -0.01
C -1.934 1.614 -0.770 0.52 0.52 0.28
C 0.473 2.616 -0.116 0.48 0.21 0.11
C 4.215 0.055 0.189 -0.28 -0.05 -0.07
C -1.816 0.665 0.426 -0.01 0.12 -0.21
C -2.931 -1.110 -0.934 -0.41 0.18 -0.09
C 4.938 -1.114 0.132 0.05 -0.34 -0.04
C -4.393 -1.376 -0.545 0.09 -0.36 -0.23
C -2.158 -1.552 1.308 0.00 0.06 0.47
C -3.579 -1.851 1.782 0.14 -0.20 -0.16
C 2.844 0.047 -0.081 0.00 -0.54 -0.10
C 2.099 1.278 -0.012 0.13 0.95 0.20
C -4.422 -2.369 0.619 -0.05 0.41 0.15
C -5.179 -1.895 -1.743 0.12 0.19 0.23
C 2.939 -2.325 -0.459 0.19 -0.17 0.00
H -6.213 -2.078 -1.465 -0.12 -0.05 -0.03
H -4.019 -0.934 2.178 0.01 0.03 0.07
H -2.887 -0.409 -1.766 0.05 -0.04 -0.01
H -2.976 1.864 -0.970 0.00 -0.02 -0.09
H 1.152 -1.161 -0.603 -0.09 -0.01 -0.02
H 4.685 0.991 0.442 0.10 0.09 0.03
H -2.469 -2.051 -1.257 -0.03 0.04 -0.08
H 4.507 -4.201 -0.470 0.04 0.15 0.03
H -4.751 -2.828 -2.104 0.03 -0.13 -0.07
H 5.996 -1.130 0.336 0.13 0.02 0.03
H -4.833 -0.430 -0.210 0.05 0.03 0.02
H -5.451 -2.527 0.945 -0.04 -0.08 -0.04
H -3.546 -2.588 2.586 -0.01 0.02 0.08
H 2.448 -3.256 -0.708 -0.03 -0.07 -0.02
H -1.671 -2.472 0.967 0.00 0.00 0.01
H -4.027 -3.330 0.280 -0.01 -0.10 -0.06
H -5.165 -1.173 -2.557 -0.04 0.04 -0.15
H -1.566 -1.106 2.108 -0.02 -0.12 -0.14
H -1.470 1.198 -1.664 -0.18 -0.06 0.04
```
Forces are in eV/Å.

Summary:
SMILES	C[C@H]1CCCN(C(=O)CSc2nnc(-c3ccc(O)cc3)o2)C1
Kohn-Sham gap	0.3071	hartree
2S+1	1
HOMO energy	-7.954	eV
max |F|	1.8	eV Å⁻¹
total energy	-38348.4744	eV

Entry 5:
Molecular formula: C24H28As2MnN4S2
Method: DFT, wB97M-V/def2-TZVPD

Structure (XYZ):
```
61
Properties=species:S:1:pos:R:3:forces:R:3
As -0.256 -2.205 1.585 -0.10 0.14 -0.26
As -2.473 -0.188 0.289 0.38 -0.33 0.18
Mn 0.073 -0.134 0.247 0.06 0.42 -0.52
S 4.658 -0.014 0.637 0.24 0.08 0.03
S 0.698 -2.983 -3.307 0.04 -0.13 -0.19
N -0.187 1.439 1.528 -0.06 -0.23 0.45
N -1.307 6.033 0.943 0.01 -0.02 -0.01
N 0.478 -1.248 -1.478 -0.24 -0.34 0.00
N 2.160 0.012 0.208 0.21 0.06 0.38
C -3.545 -4.737 0.968 0.00 0.03 -0.01
C -1.977 -2.911 1.075 -0.04 -0.16 0.03
C -0.367 -2.333 3.512 0.12 0.02 0.09
C 0.972 -3.632 1.150 0.07 -0.03 0.03
C 4.047 -1.126 -0.490 0.13 -0.10 -0.02
C -0.537 3.535 3.317 0.00 0.02 0.12
C -2.291 -4.248 1.304 -0.05 0.00 -0.03
C -3.134 0.518 1.974 -0.05 0.04 0.00
C 2.710 -0.965 -0.604 -0.09 0.01 -0.01
C -0.220 -1.883 -2.407 0.02 0.21 0.10
C -0.684 3.732 1.949 -0.03 0.22 -0.11
C -0.215 2.266 3.771 0.00 0.03 -0.03
C -1.025 5.018 1.398 0.02 -0.13 0.08
C -4.193 -2.548 0.204 0.05 -0.05 0.01
C -3.837 0.475 -0.903 -0.03 0.16 -0.05
C -4.496 -3.885 0.419 0.02 0.00 0.00
C -0.049 1.249 2.851 -0.01 0.23 0.02
C -1.653 -1.658 -2.739 0.01 0.00 0.05
C -0.504 2.658 1.091 0.04 -0.02 -0.12
C 2.099 -2.591 -2.429 0.08 -0.08 -0.07
C 2.951 1.756 1.867 0.04 -0.08 0.00
C -2.929 -2.057 0.525 -0.21 0.00 -0.06
C 3.107 0.614 0.917 -0.25 -0.01 -0.14
C 1.803 -1.644 -1.511 -0.02 0.02 0.02
H -2.299 -2.140 -2.007 -0.06 -0.02 0.06
H -1.891 -2.068 -3.719 0.02 -0.01 0.01
H -4.794 0.441 -0.386 -0.04 0.01 -0.05
H -1.095 -1.622 3.899 -0.03 -0.02 0.01
H 0.759 -4.508 1.759 0.02 -0.04 -0.02
H 4.691 -1.811 -1.017 -0.02 0.01 -0.01
H -0.677 4.360 4.003 0.00 -0.01 0.00
H 2.909 1.402 2.898 -0.04 0.01 0.00
H -1.855 -0.590 -2.761 -0.04 0.06 0.00
H -0.688 -3.342 3.761 0.00 0.00 0.06
H -0.615 2.792 0.021 -0.01 -0.01 -0.01
H -4.949 -1.898 -0.216 0.00 0.01 -0.01
H -3.781 -5.779 1.137 -0.01 0.01 0.01
H -0.094 2.066 4.826 0.00 0.00 0.00
H 1.990 -3.300 1.349 0.01 -0.01 0.01
H 0.607 -2.144 3.962 0.00 0.00 0.03
H 3.051 -3.047 -2.646 -0.01 0.01 0.01
H -3.155 1.607 1.950 0.00 0.01 0.01
H 2.056 2.320 1.644 -0.02 0.11 -0.02
H -4.142 0.141 2.136 -0.02 0.02 0.01
H 0.210 0.250 3.171 0.01 -0.01 -0.01
H 0.877 -3.882 0.095 -0.02 -0.02 0.00
H 3.803 2.429 1.787 0.02 -0.03 0.00
H -1.565 -4.920 1.744 0.01 0.00 -0.01
H -2.494 0.188 2.789 -0.05 -0.02 0.02
H -5.477 -4.263 0.162 0.01 0.00 0.00
H -3.611 1.509 -1.157 -0.03 0.01 -0.01
H -3.890 -0.111 -1.815 -0.02 -0.04 -0.04
```
Forces are in eV/Å.

Summary:
Kohn-Sham gap (spin up / spin down)	0.3107 / 0.3097	hartree
2S+1	2
net charge	+2
expectation value of S²	1.127
HOMO energy (spin up / spin down)	-14.422 / -14.417	eV
max |F|	0.7	eV Å⁻¹
total energy	-205957.2413	eV

Entry 6:
Molecular formula: C20H19NO5
Method: DFT, wB97M-V/def2-TZVPD

Structure (XYZ):
```
45
Properties=species:S:1:pos:R:3:forces:R:3
O 0.221 2.362 2.921 0.08 0.05 -0.01
O -1.648 -1.916 -2.996 -0.40 -0.03 0.11
O -0.981 -0.018 3.619 -0.16 0.06 0.09
O 0.069 -1.377 -1.655 0.07 0.04 -0.07
O -1.795 0.884 0.825 0.02 0.06 0.09
N -1.544 -1.367 0.545 -0.31 -0.09 -0.44
C -2.165 -1.448 -0.744 0.15 0.10 0.02
C -1.104 -1.571 -1.831 -0.06 -0.01 0.16
C 0.863 2.402 0.657 0.09 0.58 -0.34
C 0.394 -2.801 3.192 -0.14 0.12 -0.17
C 1.418 4.566 -3.018 -0.06 0.01 -0.01
C 1.169 2.425 -1.728 0.02 0.08 -0.08
C 0.913 3.798 0.646 -0.01 -0.18 0.12
C -0.193 -4.617 1.718 0.04 -0.03 0.06
C 1.237 3.814 -1.737 0.00 -0.10 0.08
C -1.349 -0.178 1.190 -0.26 0.10 0.08
C -0.906 -2.418 1.200 0.35 -0.29 0.51
C 0.911 0.261 2.099 -0.39 0.00 0.20
C -0.438 -0.446 2.409 0.47 -0.05 -0.13
C -0.871 -3.756 0.864 -0.08 0.20 -0.13
C -0.757 -2.022 -4.102 0.36 0.00 -0.18
C 0.423 -4.153 2.867 0.09 -0.16 0.07
C 0.635 1.745 1.955 0.17 -0.22 0.09
C -0.270 -1.941 2.350 -0.19 0.05 -0.12
C 0.991 1.720 -0.554 0.00 0.02 0.31
C 1.106 4.491 -0.529 0.00 -0.04 -0.06
H 1.911 3.951 -3.766 0.03 0.01 -0.08
H -2.708 -0.508 -0.900 0.03 -0.19 -0.02
H -1.344 -2.416 -4.927 0.02 0.03 0.05
H 0.801 4.321 1.584 -0.02 0.04 0.06
H 1.150 5.571 -0.516 0.02 0.11 0.01
H 2.003 5.469 -2.858 0.04 0.06 -0.05
H 1.376 -0.181 1.221 0.01 0.00 0.00
H -2.868 -2.282 -0.805 0.04 0.09 -0.01
H 1.558 0.111 2.966 -0.01 0.01 -0.05
H -0.152 -5.670 1.478 0.00 -0.08 -0.01
H 1.258 1.883 -2.659 0.02 -0.05 -0.10
H 0.934 -4.847 3.516 0.04 -0.07 0.05
H -0.352 -1.040 -4.354 -0.02 -0.07 0.00
H 0.871 -2.434 4.087 0.06 0.05 0.13
H 0.922 0.645 -0.606 0.01 -0.11 0.02
H -1.349 -4.128 -0.029 -0.06 -0.05 -0.11
H 0.445 4.863 -3.411 -0.02 0.05 -0.08
H 0.069 -2.693 -3.859 -0.08 0.05 -0.05
H -0.855 0.948 3.676 0.05 -0.12 -0.03
```
Forces are in eV/Å.

Summary:
SMILES	COC(=O)CN1C(=O)[C@](O)(CC(=O)c2ccc(C)cc2)c2ccccc21
Kohn-Sham gap	0.3251	hartree
2S+1	1
HOMO energy	-8.517	eV
max |F|	0.7	eV Å⁻¹
total energy	-32777.1729	eV